Molecular formula: C33H105O42P9
Method: DFT, the ωB97M-V functional and the def2-TZVPD basis

Geometry as XYZ:
```
189
Properties=species:S:1:pos:R:3:mulliken_charge:R:1
C 8.725 -1.258 6.391 -0.68
O 7.612 -1.809 7.131 -0.21
P 6.848 -3.068 6.499 1.05
O 6.550 -3.043 5.012 -0.69
O 7.809 -4.242 7.041 -0.36
C 7.958 -4.568 8.424 -0.58
O 5.562 -3.191 7.457 -0.28
C 4.290 -2.893 6.994 -0.69
H 9.624 -1.541 6.938 0.27
H 8.726 -0.176 6.258 0.21
H 8.770 -1.588 5.353 0.32
H 7.733 -5.632 8.489 0.24
H 7.328 -3.991 9.101 0.31
H 8.999 -4.332 8.649 0.26
H 3.688 -3.802 7.013 0.24
H 4.263 -2.498 5.979 0.33
H 3.874 -2.178 7.703 0.26
C -2.180 0.067 -1.310 -0.60
O -1.217 1.020 -1.615 -0.38
P 0.240 0.485 -2.047 0.96
O 1.328 1.512 -2.096 -0.66
O 0.508 -0.645 -0.966 -0.23
C 1.822 -1.123 -0.755 -0.71
O -0.013 -0.281 -3.483 -0.12
C 0.176 0.367 -4.711 -0.78
H -1.799 -0.946 -1.434 0.31
H -2.927 0.193 -2.095 0.26
H -2.542 0.189 -0.289 0.24
H 1.752 -2.210 -0.718 0.28
H 2.192 -0.859 0.236 0.25
H 2.538 -0.842 -1.527 0.32
H -0.756 0.553 -5.244 0.28
H 0.844 -0.088 -5.442 0.29
H 0.625 1.360 -4.694 0.30
C -1.072 -6.665 2.713 -0.71
O -1.088 -6.777 4.126 -0.29
P -0.413 -8.114 4.859 1.07
O -0.268 -7.904 6.324 -0.70
O -1.561 -9.181 4.519 -0.31
C -1.929 -10.247 5.466 -0.69
O 0.870 -8.496 3.913 -0.31
C 2.199 -7.992 4.114 -0.69
H -0.545 -5.738 2.490 0.29
H -2.026 -6.557 2.196 0.29
H -0.559 -7.438 2.141 0.31
H -3.000 -10.421 5.565 0.26
H -1.518 -10.138 6.469 0.31
H -1.669 -11.256 5.144 0.29
H 2.513 -7.360 3.284 0.27
H 2.944 -8.784 4.192 0.26
H 2.307 -7.434 5.044 0.32
C -8.248 0.562 -3.921 -0.68
O -7.485 -0.404 -4.715 -0.27
P -7.631 -0.478 -6.362 0.99
O -8.998 -0.692 -6.882 -0.69
O -7.098 0.989 -6.697 -0.34
C -5.760 1.351 -6.213 -0.72
O -6.453 -1.447 -6.793 -0.20
C -6.815 -2.781 -7.305 -0.68
H -7.578 1.405 -3.748 0.26
H -8.602 0.153 -2.975 0.27
H -9.042 1.090 -4.449 0.32
H -5.174 1.725 -7.053 0.32
H -5.142 0.522 -5.867 0.33
H -5.777 2.178 -5.504 0.28
H -6.423 -2.782 -8.322 0.29
H -7.811 -3.224 -7.289 0.33
H -6.195 -3.541 -6.830 0.21
C -1.059 3.869 3.643 -0.73
O -2.283 4.573 3.611 -0.16
P -2.813 5.587 4.749 0.78
O -2.562 5.231 6.210 -0.68
O -2.191 7.057 4.273 -0.11
C -2.803 8.226 4.711 -0.71
O -4.357 5.764 4.392 -0.30
C -5.161 4.768 3.766 -0.59
H -0.389 4.250 2.873 0.25
H -1.234 2.798 3.543 0.28
H -0.483 3.922 4.567 0.33
H -3.685 8.452 4.112 0.26
H -2.153 9.074 4.496 0.22
H -2.819 8.206 5.800 0.36
H -5.006 4.736 2.688 0.28
H -6.199 4.897 4.073 0.26
H -4.851 3.775 4.092 0.27
C -2.076 -9.607 -5.229 -0.65
O -1.331 -8.714 -4.419 -0.32
P -1.508 -7.092 -4.594 1.11
O -0.704 -6.238 -3.669 -0.68
O -1.147 -6.830 -6.147 -0.32
C -1.272 -5.539 -6.652 -0.57
O -3.148 -6.914 -4.425 -0.32
C -3.701 -5.732 -3.783 -0.55
H -3.134 -9.431 -5.038 0.27
H -1.908 -10.683 -5.177 0.28
H -1.934 -9.343 -6.277 0.29
H -1.807 -5.588 -7.600 0.27
H -0.325 -5.033 -6.839 0.26
H -1.808 -4.810 -6.044 0.21
H -4.606 -5.304 -4.215 0.25
H -3.007 -4.903 -3.924 0.21
H -3.881 -5.955 -2.731 0.28
C -0.050 7.841 -0.568 -0.65
O -0.744 9.012 -0.016 -0.29
P 0.032 10.423 0.100 1.06
O 0.791 10.775 -1.119 -0.72
O -1.208 11.421 0.474 -0.34
C -0.870 12.701 1.019 -0.60
O 0.888 10.187 1.472 -0.25
C 2.171 9.698 1.551 -0.72
H 1.026 7.688 -0.653 0.31
H -0.572 7.712 -1.516 0.27
H -0.363 7.060 0.126 0.26
H -1.088 13.533 0.350 0.25
H 0.168 12.727 1.351 0.31
H -1.534 12.804 1.877 0.24
H 2.688 9.721 0.591 0.36
H 2.119 8.743 2.073 0.24
H 2.746 10.339 2.221 0.28
C -4.815 -1.665 5.532 -0.59
O -5.100 -1.923 4.208 -0.32
P -6.560 -2.567 3.810 1.10
O -6.586 -3.158 2.481 -0.72
O -6.827 -3.603 5.029 -0.29
C -7.207 -4.953 4.817 -0.72
O -7.616 -1.416 4.099 -0.29
C -8.996 -1.776 4.169 -0.59
H -4.743 -0.578 5.527 0.22
H -3.882 -2.177 5.767 0.24
H -5.600 -1.930 6.240 0.31
H -8.162 -5.016 5.338 0.27
H -6.495 -5.636 5.279 0.28
H -7.342 -5.278 3.785 0.32
H -9.365 -1.318 3.251 0.27
H -9.669 -1.273 4.863 0.27
H -9.182 -2.843 4.292 0.24
C 5.236 3.388 4.336 -0.62
O 5.849 4.557 4.699 -0.36
P 5.956 4.948 6.305 0.98
O 6.689 6.222 6.520 -0.70
O 4.392 4.912 6.823 -0.23
C 3.799 6.131 7.265 -0.67
O 6.559 3.582 7.048 -0.25
C 6.489 3.379 8.404 -0.68
H 4.491 3.561 3.559 0.26
H 4.807 2.821 5.162 0.28
H 5.963 2.726 3.866 0.27
H 3.443 6.740 6.434 0.28
H 4.452 6.738 7.893 0.32
H 2.927 5.774 7.813 0.25
H 5.739 2.605 8.570 0.26
H 6.545 4.285 9.007 0.33
H 7.397 2.827 8.647 0.28
C -2.406 -0.301 -11.459 -0.54
O -1.480 0.762 -11.247 -0.48
H -3.451 -0.014 -11.348 0.25
H -2.315 -0.786 -12.431 0.25
H -2.173 -1.093 -10.746 0.22
H -0.654 0.423 -11.600 0.30
C 2.432 -2.561 -12.165 -0.51
O 2.392 -1.262 -12.693 -0.50
H 2.734 -2.611 -11.119 0.23
H 1.452 -3.034 -12.215 0.24
H 3.135 -3.128 -12.776 0.25
H 2.289 -1.333 -13.645 0.30
C 0.126 6.068 -7.791 -0.39
O -1.118 6.635 -7.390 -0.52
H 0.782 5.973 -6.926 0.21
H -0.120 5.106 -8.242 0.17
H 0.638 6.661 -8.549 0.23
H -1.031 7.309 -6.712 0.30
C 8.734 0.445 -1.092 -0.48
O 9.236 1.718 -0.709 -0.51
H 8.963 0.197 -2.129 0.24
H 9.143 -0.296 -0.406 0.23
H 7.650 0.337 -1.078 0.22
H 8.850 2.449 -1.197 0.29
C 4.740 -6.137 -2.933 -0.52
O 4.337 -5.350 -4.096 -0.48
H 4.206 -5.781 -2.052 0.21
H 4.458 -7.182 -3.061 0.24
H 5.805 -6.089 -2.706 0.25
H 3.437 -5.137 -3.840 0.31
C 5.796 4.630 -4.327 -0.59
O 5.782 4.197 -3.056 -0.46
H 5.505 3.870 -5.052 0.26
H 5.111 5.444 -4.564 0.25
H 6.775 4.958 -4.677 0.25
H 4.893 3.902 -2.847 0.30
```

Calculated values
Net charge: 0
Energy, Eh: -7553.0620
Relative energy (zero: lowest compared OMol25 entry of this formula, charge and spin), kJ/mol: 454.1
Gap between HOMO and LUMO, eV: 9.95
Multiplicity: 1